88
Properties=species:S:1:pos:R:3 method="wB97M-V/def2-TZVPD" multiplicity=1 homo_energy_ev=-8.4 total_energy_ev=-135296.453 homo_lumo_gap_ha=0.270 total_charge=0
O 2.3135 -1.1282 2.1517
O 4.0932 -1.0150 -1.9150
O -3.7053 1.3675 -0.0986
Br -2.5068 -1.6979 -4.7373
C 2.3625 -1.2538 0.8817
C 3.2693 -1.1768 -1.0721
C -2.6410 0.7835 0.1129
C -0.9024 -1.3900 -2.3478
C -1.0105 -0.7458 -1.0461
C -2.0161 -1.0096 -3.0042
C -2.1834 -0.0159 -0.9941
C 1.2645 -1.1146 -0.1160
C -0.1074 -0.9128 0.0960
N 3.5551 -1.3112 0.2573
N -2.7024 -0.0770 -2.2406
N 1.8845 -1.1331 -1.3281
N -2.0686 1.0815 1.2983
C -0.7770 -0.9879 1.4544
C -0.9993 0.3889 2.0807
H -0.1498 -2.0680 -2.6936
H 4.1522 -0.5864 0.6449
H -3.6056 0.2443 -2.4460
H 1.4855 -0.7459 -2.1922
H -2.7032 1.6394 1.9057
H -1.7925 -1.5025 1.3389
H -0.1005 -1.4543 2.1262
H -1.2975 0.2773 3.1506
H 0.0010 0.9356 2.2323
O 0.5246 0.6365 5.1122
H -0.4415 0.5256 5.3917
H 0.8699 1.5012 5.5080
O -0.2936 3.2876 3.6989
H 0.1283 3.2664 2.7795
H 0.4466 3.2345 4.3866
O -6.4610 1.2550 -0.1732
H -5.4563 1.3221 -0.2729
H -6.7990 0.5732 -0.8400
O -0.9920 -4.5112 -4.4376
H -0.2728 -4.0869 -5.0091
H -0.6245 -4.6250 -3.5018
O 0.0748 3.0424 0.5065
H 0.7573 2.8938 -0.2254
H -0.8475 2.9782 0.0953
O -4.1134 -2.9870 0.5052
H -4.6463 -3.1393 -0.3413
H -4.4731 -2.1572 0.9590
O -2.1590 0.1137 5.8096
H -1.9757 -0.8097 6.1804
H -3.1482 0.1819 5.6082
O 5.6671 0.1936 1.5523
H 5.0171 0.9308 1.3116
H 6.6051 0.5323 1.3812
O -4.1361 3.2493 2.8292
H -3.7183 4.1274 2.5494
H -3.7562 2.9928 3.7312
O 2.0177 2.0159 -1.3697
H 1.5324 1.5752 -2.1405
H 2.4536 2.8616 -1.7141
O 2.9265 1.3641 3.7193
H 1.9843 1.2551 4.0716
H 2.9154 1.1741 2.7256
O 2.5799 -1.4216 4.6594
H 2.6715 -1.5725 3.6631
H 2.0850 -0.5507 4.8021
O -0.3153 -3.5113 3.7449
H 0.3346 -3.8677 3.0561
H 0.2086 -3.2652 4.5748
O 5.4818 -2.2063 -4.2010
H 6.0283 -2.4066 -3.3734
H 4.5061 -2.1771 -3.9350
O 2.2600 -2.5530 -3.9545
H 2.2765 -3.2325 -4.7041
H 2.3291 -1.6303 -4.3640
O 4.2440 1.4620 -3.4153
H 4.8445 1.7563 -2.6560
H 3.7744 0.6111 -3.1340
O 3.6559 2.0312 0.8570
H 2.9004 1.8894 0.1991
H 3.6882 3.0146 1.0927
O 0.9966 0.6966 -3.4382
H 1.2251 0.3783 -4.3711
H 0.0752 1.1137 -3.4644
O -5.4177 -0.5040 -3.5209
H -4.8272 0.2354 -3.8792
H -6.2406 -0.0801 -3.1124
O -4.1077 1.8054 -4.6232
H -3.1854 1.8723 -5.0337
H -4.7901 1.9533 -5.3554

---

131
Properties=species:S:1:pos:R:3 method="wB97M-V/def2-TZVPD" multiplicity=1 e_above_lowest_kcal_mol=923.6 homo_energy_ev=-7.4 total_energy_ev=-102711.697 homo_lumo_gap_ha=0.251 total_charge=0
C 13.5554 -18.6649 3.4328
C 12.5486 -19.0696 4.3882
O 12.7282 -20.2204 4.7791
N 11.9121 -18.0885 5.0058
C 10.9624 -18.3954 6.0687
H 13.2135 -17.8523 2.7918
H 13.8472 -19.5316 2.8398
H 14.4106 -18.2530 3.9686
H 12.0097 -17.1077 4.7856
H 10.0339 -17.8275 6.0098
H 11.3618 -17.9946 7.0004
H 10.8651 -19.4791 6.1335
C 10.5462 -15.0446 3.4815
C 12.0374 -15.3748 3.3488
O 12.3822 -16.2888 4.0414
N 12.8738 -14.7050 2.5088
C 14.2401 -15.0716 2.1932
H 9.9770 -15.8546 3.0254
H 10.2899 -14.1173 2.9691
H 10.2529 -15.0100 4.5307
H 12.4367 -13.8248 2.2756
H 14.1919 -15.2779 1.1239
H 14.6567 -15.8664 2.8120
H 14.9633 -14.2634 2.3021
C 14.0370 -14.4013 4.6549
C 14.7848 -14.2633 5.9702
O 14.1776 -14.4541 7.0475
N 16.0828 -14.1503 5.8694
C 16.9763 -14.0914 6.9315
H 14.6532 -14.2664 3.7660
H 13.2572 -13.6398 4.6422
H 13.4276 -15.3046 4.6258
H 16.4408 -14.1489 4.9250
H 16.4198 -13.7828 7.8164
H 17.6122 -13.2093 6.8566
H 17.5068 -15.0196 7.1442
C 14.5468 -21.5075 3.4745
C 15.6756 -20.6596 3.8092
O 16.5436 -20.4465 2.9929
N 15.6404 -20.2349 5.0224
C 16.3523 -19.1695 5.6495
H 15.0897 -22.4452 3.3560
H 14.1218 -21.1555 2.5345
H 13.7611 -21.5935 4.2251
H 14.8823 -20.6256 5.5634
H 15.9516 -18.2013 5.3492
H 17.4316 -19.2674 5.5322
H 16.2099 -19.2368 6.7280
C 19.1176 -20.1637 4.0358
C 19.7017 -20.9604 2.9298
O 20.8519 -21.3662 2.9725
N 18.8236 -21.1830 1.9732
C 18.9764 -22.0676 0.8517
H 19.6608 -19.2776 4.3643
H 19.0842 -20.8636 4.8706
H 18.0646 -19.8871 3.9826
H 17.9500 -20.7178 2.1746
H 19.6289 -22.8871 1.1531
H 19.4121 -21.5674 -0.0132
H 18.0746 -22.4935 0.4119
C 23.1338 -15.5950 3.1087
C 21.9516 -15.1982 3.9887
O 22.0384 -14.2396 4.7748
N 20.8456 -16.0006 3.9293
C 19.6149 -15.8886 4.7263
H 22.6850 -15.8099 2.1388
H 23.5781 -16.4880 3.5482
H 23.7059 -14.7568 2.7109
H 20.9576 -16.8935 3.4709
H 19.7836 -15.2407 5.5865
H 19.2900 -16.7857 5.2533
H 18.8299 -15.4910 4.0830
C 18.1606 -14.4820 2.6931
C 17.3704 -13.5783 3.6144
O 16.2718 -13.9542 4.0317
N 17.9035 -12.4052 3.8355
C 17.3836 -11.4073 4.8169
H 19.2425 -14.3744 2.7695
H 17.9750 -14.2177 1.6521
H 17.8896 -15.5299 2.8223
H 18.7853 -12.2000 3.3879
H 17.2129 -10.4002 4.4366
H 18.1691 -11.2067 5.5454
H 16.4842 -11.6992 5.3592
C 18.0812 -15.9901 7.4283
C 18.2098 -17.5117 7.7009
O 18.7712 -18.3188 6.9396
N 17.7288 -17.9391 8.8714
C 17.8134 -19.2238 9.5356
H 17.2113 -15.5565 7.9216
H 17.9491 -15.8545 6.3549
H 18.9656 -15.3841 7.6250
H 17.0139 -17.3420 9.2620
H 18.6322 -19.2083 10.2549
H 17.9601 -20.0090 8.7939
H 16.8267 -19.3930 9.9666
C 13.6473 -16.5987 7.3444
C 14.7266 -17.0726 6.4703
O 15.6540 -17.6518 7.3444
S 15.1194 -17.8406 8.9652
O 15.6390 -16.6845 9.7090
O 15.5829 -19.1626 9.3904
O 13.5227 -17.6082 8.3952
H 12.7055 -16.6686 6.8002
H 13.7668 -15.6431 7.8549
H 15.2855 -16.3103 5.9276
H 14.5506 -17.9350 5.8274
C 18.9428 -15.4849 -0.7472
C 20.3728 -16.0496 -0.6719
O 20.4270 -16.9409 0.4374
S 19.0600 -17.0611 1.3392
O 19.1802 -16.2783 2.5703
O 18.5407 -18.4700 1.4909
O 18.2145 -16.1830 0.2206
H 18.4261 -15.7526 -1.6688
H 18.7966 -14.4154 -0.5961
H 20.9930 -15.1588 -0.5730
H 20.6289 -16.5245 -1.6190
C 16.3986 -17.4447 3.0704
C 16.0073 -16.3825 4.0812
C 17.1874 -16.2218 5.0514
O 17.8481 -17.4703 4.9898
C 17.7563 -17.8332 3.5594
H 16.3714 -17.2278 2.0025
H 15.7007 -18.2743 3.1836
H 15.0716 -16.6362 4.5792
H 15.8414 -15.4121 3.6135
H 16.7146 -16.1606 6.0316
H 17.8792 -15.3940 4.8956
H 17.9358 -18.9050 3.4756
H 18.5065 -17.3802 2.9113

---

39
Properties=species:S:1:pos:R:3 method="wB97M-V/def2-TZVPD" multiplicity=2 e_above_lowest_kcal_mol=64.6 homo_energy_ev="-13.7 / -13.6" total_energy_ev=-27027.993 homo_lumo_gap_ha="0.381 / 0.119" total_charge=+1
O 0.4280 -2.3747 2.2343
H 0.5001 -1.7426 2.9439
H 0.5468 -3.3343 2.2713
O -1.0223 -0.1062 -1.3670
H -0.5208 -0.8714 -1.0811
H -1.3343 0.3778 -0.5973
O 2.1925 1.2189 -0.9143
H 2.1092 1.5761 -1.8182
H 3.0460 0.7843 -0.7857
O -3.8353 0.9857 -1.8878
H -3.1497 0.3545 -1.6953
H -3.5012 1.3413 -2.7128
O -3.4619 -0.6183 0.4155
H -4.1274 -1.0435 -0.1466
H -3.8163 -0.6380 1.3031
O 0.0619 2.4732 2.7916
H 0.2445 2.3573 1.8456
H -0.9107 2.2756 2.7015
O 2.7852 -1.7551 0.0468
H 2.0319 -1.3740 0.5216
H 3.3907 -2.0173 0.7427
O -2.3184 2.7456 1.0598
H -3.1393 2.2343 1.0846
H -2.4775 3.5626 0.5778
O 2.1913 -0.7321 -2.7844
H 1.2525 -0.4660 -2.8181
H 2.6771 -0.7908 -1.9388
O -0.5799 -0.0068 1.3719
H -0.0400 -0.7746 1.4352
H -0.1300 0.8182 1.1474
O 0.4437 1.8054 -3.4713
H 0.1669 1.5779 -4.3490
H -0.1397 2.0383 -2.7534
O 1.1870 -3.7949 0.0422
H 1.6101 -3.8840 -0.8090
H 1.8359 -3.6494 0.7479
O 1.8747 0.2367 2.2989
H 1.7832 1.1660 2.5780
H 2.2843 -0.3481 2.9409

---

20
Properties=species:S:1:pos:R:3 method="wB97M-V/def2-TZVPD" multiplicity=1 e_above_lowest_kcal_mol=15.2 homo_energy_ev=-3.5 total_energy_ev=-20763.403 homo_lumo_gap_ha=0.242 total_charge=-1
C -0.2453 1.6875 -0.5755
O 0.7514 2.5429 -0.1551
C -0.1162 0.3253 0.1053
C -0.9844 -0.7547 -0.5079
C -1.0160 -2.0425 0.2926
S 0.0055 -3.3717 -0.3977
N 1.2885 -0.1475 0.0847
H -1.2280 2.1617 -0.3378
H -0.3162 1.5515 -1.6777
H -0.3349 0.4250 1.1719
H -2.0049 -0.4466 -0.6959
H -0.5469 -0.9754 -1.4643
H -2.0237 -2.4523 0.3228
H -0.6966 -1.7921 1.2961
H 1.1489 -3.1696 0.2649
H 1.6875 0.0425 -0.8235
H 1.7326 0.4838 0.7363
H -0.3074 5.1449 0.7210
H 0.4049 3.7601 0.6763
O 0.1700 4.5480 1.3053

---

109
Properties=species:S:1:pos:R:3 method="wB97M-V/def2-TZVPD" multiplicity=1 e_above_lowest_kcal_mol=30.7 homo_energy_ev=-8.5 total_energy_ev=-103810.961 homo_lumo_gap_ha=0.368 total_charge=-1
Cl 0.5959 0.7987 -0.3497
O 0.2998 1.9208 -1.2067
O 1.9075 0.3689 -0.7357
O 0.5858 1.1613 1.0490
O -0.4431 -0.2221 -0.5681
C -6.2981 1.1253 0.2797
C -5.0873 1.3807 -0.6509
C -4.3765 0.0919 -1.0109
O -4.6209 -0.0619 -2.3944
C -5.1273 1.0898 -2.9272
O -5.1326 1.3239 -4.1028
O -5.4274 1.9103 -1.9508
H -6.5859 2.0768 0.7299
H -6.0785 0.3933 1.0496
H -7.1354 0.8828 -0.3768
H -4.3023 1.9819 -0.1919
H -4.9731 -0.6849 -0.5298
H -3.3257 0.1352 -0.7259
C 1.8841 -3.5027 -0.4442
C 1.6601 -3.1470 -1.9230
C 2.6291 -2.3353 -2.7226
O 3.4341 -3.3454 -3.4071
C 2.9220 -4.5420 -3.2711
O 3.3182 -5.5876 -3.7193
O 1.8815 -4.4975 -2.4253
H 1.6676 -2.6010 0.1490
H 2.8192 -3.9472 -0.1177
H 1.0478 -4.0994 -0.0761
H 0.6635 -2.7962 -2.1931
H 3.2593 -1.7150 -2.0882
H 2.1993 -1.7940 -3.5624
C 2.2907 0.4951 4.2272
C 2.6327 1.2475 5.4845
C 3.7370 0.6038 6.3577
O 4.3573 1.7599 6.8747
C 4.1874 2.8004 6.0585
O 4.6994 3.8860 6.1034
O 3.2481 2.4989 5.1738
H 2.9716 -0.2886 3.8879
H 2.1949 1.1700 3.3748
H 1.3166 0.0206 4.3529
H 1.6753 1.5978 5.8834
H 4.4159 -0.0096 5.7570
H 3.3577 -0.1381 7.0608
C -0.2749 -2.3139 2.6265
C -1.2122 -1.4792 3.4784
C -2.5144 -1.0496 2.7838
O -3.5433 -1.4290 3.6230
C -3.0920 -2.2110 4.6087
O -3.7686 -2.6821 5.4659
O -1.7480 -2.3931 4.4972
H -0.8471 -3.0555 2.0723
H 0.5789 -2.7030 3.1754
H 0.1223 -1.6337 1.8644
H -0.7515 -0.6062 3.9416
H -2.5915 -1.5385 1.8052
H -2.5288 0.0244 2.5925
C -1.6335 -2.3482 -5.9205
C -1.2362 -2.7534 -4.5222
C -2.1308 -2.2750 -3.3915
O -2.4318 -3.4910 -2.6554
C -1.9796 -4.5832 -3.3248
O -2.1994 -5.6938 -2.9669
O -1.2840 -4.1723 -4.3955
H -0.9897 -2.8492 -6.6428
H -1.6652 -1.2858 -6.1653
H -2.6676 -2.6500 -6.1170
H -0.2313 -2.3415 -4.3863
H -3.1137 -1.8902 -3.6588
H -1.5915 -1.8684 -2.5311
C -1.4187 1.9989 -4.0786
C -0.6353 2.6307 -5.1824
C 0.8792 2.6301 -4.9775
O 1.2694 1.5609 -5.8460
C 0.3369 1.3677 -6.7931
O 0.4937 0.7601 -7.8094
O -0.7954 1.9921 -6.4505
H -1.3061 0.9114 -4.0447
H -2.4671 2.2992 -4.1354
H -1.1779 2.2619 -3.0459
H -1.0234 3.6462 -5.2797
H 1.1887 2.4657 -3.9483
H 1.3819 3.5068 -5.3923
C -0.7795 4.4286 4.1318
C -1.3013 4.0823 2.7446
C -2.0560 2.7311 2.5734
O -3.3705 3.1463 2.3615
C -3.5053 4.4588 2.1909
O -4.5491 5.0408 2.1309
O -2.3176 5.0245 2.4039
H -0.1584 5.3181 4.0309
H -0.1668 3.6175 4.5322
H -1.5218 4.6162 4.9077
H -0.5202 4.1638 1.9898
H -1.9562 2.0794 3.4477
H -1.6015 2.0906 1.8125
C 5.2694 -1.8373 1.7202
C 4.8470 -0.7387 0.7744
C 4.6049 0.6750 1.2699
O 5.3629 1.4378 0.3422
C 6.0389 0.6313 -0.5202
O 6.9173 0.9946 -1.2432
O 5.6934 -0.6468 -0.3785
H 6.0911 -1.4471 2.3311
H 5.7138 -2.5824 1.0593
H 4.5389 -2.2564 2.4058
H 3.8792 -0.9782 0.3161
H 4.9306 0.7636 2.3145
H 3.5712 1.0209 1.2952

---

16
Properties=species:S:1:pos:R:3 method="wB97M-V/def2-TZVPD" multiplicity=1 e_above_lowest_kcal_mol=94.1 homo_energy_ev=-7.7 total_energy_ev=-7390.686 homo_lumo_gap_ha=0.316 total_charge=0
C -0.7109 0.8332 1.5395
C -0.9739 0.7720 0.1868
C 0.0339 1.0189 -0.8901
C 0.3909 -0.4225 -0.8558
C 1.3048 -0.9672 0.0352
O -0.3736 -1.1927 -1.6904
H 0.0830 1.4869 1.9054
H -1.5337 0.6835 2.2357
H 0.0603 -0.4393 1.8784
H -1.8977 0.3031 -0.1435
H -0.3802 1.3386 -1.8481
H 0.8572 1.6681 -0.5798
H 2.1105 -0.3214 0.3792
H 1.5901 -2.0110 -0.0916
H 0.6451 -0.9568 1.3787
H -0.3026 -2.1161 -1.4159

---

10
Properties=species:S:1:pos:R:3 method="wB97M-V/def2-TZVPD" multiplicity=1 e_above_lowest_kcal_mol=101.6 homo_energy_ev="-10.7 / -9.9" total_energy_ev=-42545.823 homo_lumo_gap_ha="0.326 / 0.314" total_charge=0
C 0.8585 -0.7499 0.3021
N -1.3610 0.2015 -0.5299
O 0.1994 1.7029 0.6020
O 0.5931 0.9180 -1.7430
S 0.1400 0.7255 -0.4363
Cl 2.3138 -0.3130 1.0903
Cl 1.0775 -2.1230 -0.7679
H -0.0789 -1.0187 2.1286
H -1.6256 -0.0157 0.3534
H -2.1169 0.6724 -0.9993

---

20
Properties=species:S:1:pos:R:3 method="wB97M-V/def2-TZVPD" multiplicity=1 e_above_lowest_kcal_mol=161.1 homo_energy_ev="-13.1 / -10.5" total_energy_ev=-12889.656 homo_lumo_gap_ha="0.325 / 0.190" total_charge=+1
C 0.5442 -1.0739 0.2284
C -0.3118 -2.0804 0.3664
C -2.1872 -0.3809 0.0711
C 4.4036 -0.4340 -0.5776
C 4.0404 -0.4630 0.6267
C 0.0916 0.2528 -0.1156
N -1.6588 -1.6756 0.3153
N -1.1189 0.6284 -0.2205
N -2.4542 2.6659 -0.4024
O -3.2961 -0.0116 0.2264
H 1.5899 -1.1700 0.4109
H -0.2061 -3.1036 0.5671
H 3.6077 -0.5370 -1.3737
H 5.4306 -0.3099 -0.8690
H 3.7205 -0.5022 1.6045
H -2.4528 -2.2083 0.6583
H -2.2103 3.3689 -1.1004
H -1.6559 1.7982 -0.2391
H -3.3731 2.2347 -0.7557
H -2.5032 3.0016 0.5791

---

9
Properties=species:S:1:pos:R:3 method="wB97M-V/def2-TZVPD" multiplicity=1 e_above_lowest_kcal_mol=10.1 homo_energy_ev=-10.3 total_energy_ev=-15015.227 homo_lumo_gap_ha=0.390 total_charge=0 smiles="N[SiH2][N+](=O)[O-]"
N 1.5676 -0.2511 -0.3715
N -1.3422 -0.5165 0.2530
O -1.4168 -1.6632 -0.1568
O -2.2761 0.0426 0.7817
Si 0.0864 0.6967 -0.0276
H 1.4384 -1.1853 -0.4700
H 2.4184 -0.0206 0.2193
H -0.5403 1.1772 -1.3954
H 0.0647 1.7203 1.1674

---

41
Properties=species:S:1:pos:R:3 method="wB97M-V/def2-TZVPD" multiplicity=1 e_above_lowest_kcal_mol=62.0 homo_energy_ev=-8.9 total_energy_ev=-43454.406 homo_lumo_gap_ha=0.330 total_charge=0 smiles=COC[C@@H](OCC(F)(F)F)P(O)O.O.O.O.O.O.O
C -2.0143 -2.3679 -0.8030
O -2.1672 -1.6822 0.4900
C -0.8772 -1.4490 1.1575
C 0.1074 -0.3823 0.3914
O 0.4142 0.7224 1.3590
C 0.5490 2.0076 0.6517
C 1.6628 3.0311 1.3621
F 1.9215 4.1268 0.3561
F 2.9276 2.3529 1.7323
F 1.0179 3.5915 2.5917
P 1.8345 -1.2181 0.0532
O 1.6433 -2.3054 -1.2937
O 2.3574 -2.0665 1.5110
H -1.7487 -3.5271 -0.7022
H -3.0951 -2.3567 -1.3101
H -1.3078 -1.8141 -1.5702
H -1.1362 -0.9634 2.2167
H -0.2613 -2.4192 1.3916
H -0.3252 0.0271 -0.6336
H 0.8248 1.9099 -0.4853
H -0.5031 2.5579 0.7597
H 0.8153 -2.8529 -1.0606
H 3.2908 -1.7876 1.7683
O -2.5391 1.2438 1.4750
H -3.2645 0.6379 1.6883
H -2.0145 1.2769 2.2891
O 0.7324 -0.0806 -3.2455
H 0.9492 0.3175 -4.1019
H 1.0971 -0.9764 -3.3047
O 1.5641 -5.0693 0.6933
H 2.3262 -5.6657 0.6422
H 1.9519 -4.2139 0.9319
O -0.5441 4.7190 -1.6086
H -1.3792 4.7555 -1.1184
H 0.1247 4.9593 -0.9497
O -1.2053 5.2608 -4.7638
H -1.5411 6.1697 -4.7475
H -1.1174 5.0270 -3.8275
O -0.7151 -3.8532 3.5098
H 0.0565 -3.3438 3.7998
H -0.4121 -4.2991 2.7046

---

Looking at molecular weight for the records above, in order, we have 685.42; 905.10; 234.20; 138.21; 916.16; 86.13; 164.01; 140.17; 92.13; 330.19 g mol⁻¹.